Entry 1:
85
Properties=species:S:1:pos:R:3:lowdin_charge:R:1 method="wB97M-V/def2-TZVPD" homo_lumo_gap_ha="0.205 / 0.209" s2=3.784 total_charge=-2 largest_force_ha_per_bohr=0.012 spin_multiplicity=4
Cr 1.341 0.754 -0.074 0.533
O 1.414 3.803 3.147 0.058
C 0.264 4.415 2.831 -0.266
C -0.105 5.523 3.602 -0.028
C -1.263 6.219 3.320 -0.115
C -2.082 5.829 2.263 -0.116
C -1.719 4.733 1.502 -0.033
C -0.561 4.005 1.771 -0.062
C -0.175 2.852 0.905 -0.406
O 0.891 2.203 1.243 -0.155
N -0.944 2.586 -0.109 0.050
N -0.392 1.567 -0.905 -0.134
C -1.021 1.407 -1.998 -0.839
S -2.479 2.373 -2.323 0.905
C -2.846 1.543 -3.890 -0.556
C -1.522 1.167 -4.521 -0.520
S -0.539 0.320 -3.274 0.926
H 1.547 3.086 2.477 0.078
H 0.551 5.818 4.411 0.108
H -1.529 7.078 3.926 0.089
H -2.983 6.381 2.030 0.085
H -2.328 4.405 0.670 0.103
H -3.416 2.239 -4.507 0.064
H -3.444 0.650 -3.699 0.054
H -0.973 2.050 -4.854 0.080
H -1.639 0.478 -5.358 0.074
C -4.685 -2.941 -2.026 -0.349
As -3.060 -2.049 -1.358 1.149
C -3.954 -0.947 -0.015 -0.317
C -2.409 -3.545 -0.250 -0.435
C -3.300 -4.303 0.503 -0.146
C -2.867 -5.379 1.263 -0.111
C -1.521 -5.710 1.262 -0.103
C -0.625 -4.961 0.510 -0.121
C -1.043 -3.870 -0.252 -0.404
As 0.269 -2.700 -1.193 1.182
C 1.911 -3.689 -0.805 -0.317
C -0.055 -3.535 -2.962 -0.332
H -5.318 -3.320 -1.223 0.002
H -4.401 -3.768 -2.678 0.012
H -5.255 -2.216 -2.610 0.005
H -4.472 -1.546 0.735 0.018
H -4.664 -0.305 -0.539 0.013
H -3.204 -0.320 0.464 0.013
H -4.353 -4.044 0.513 0.079
H -3.575 -5.949 1.854 0.090
H -1.163 -6.541 1.859 0.092
H 0.426 -5.218 0.539 0.077
H 2.159 -3.602 0.253 0.014
H 2.697 -3.184 -1.367 0.024
H 1.846 -4.738 -1.104 0.014
H 0.064 -4.619 -2.925 0.011
H 0.662 -3.109 -3.666 0.015
H -1.062 -3.285 -3.299 -0.019
Se 3.508 -0.230 0.673 0.816
C 4.235 -0.156 2.423 -0.624
C 5.573 -0.556 2.547 -0.161
C 6.203 -0.592 3.781 -0.128
C 5.523 -0.220 4.936 -0.140
C 4.202 0.194 4.825 -0.106
C 3.570 0.226 3.589 -0.124
H 6.111 -0.839 1.651 0.082
H 7.238 -0.912 3.842 0.085
H 6.015 -0.248 5.901 0.078
H 3.650 0.491 5.710 0.093
H 2.542 0.545 3.529 0.062
O 4.324 0.820 -2.585 -0.482
Se 2.751 1.174 -2.454 0.774
O 2.366 2.158 -1.132 -0.539
O 1.844 -0.146 -1.834 -0.698
O 2.109 1.756 -3.831 -0.510
C -1.707 -1.598 2.957 -0.172
Si -0.050 -0.797 2.543 0.245
C 1.188 -2.125 3.040 -0.167
C -0.052 0.642 3.755 -0.164
O 0.131 -0.389 0.991 -0.478
H -1.597 -2.064 3.944 0.025
H -1.980 -2.383 2.254 0.000
H -2.529 -0.882 3.018 0.018
H 1.395 -2.144 4.114 0.025
H 2.133 -1.984 2.511 -0.016
H 0.781 -3.102 2.757 0.014
H -0.172 0.274 4.779 0.031
H -0.904 1.292 3.529 0.035
H 0.834 1.272 3.721 -0.007

---

Entry 2:
76
Properties=species:S:1:pos:R:3:lowdin_charge:R:1 method="wB97M-V/def2-TZVPD" homo_lumo_gap_ha="0.101 / 0.101" total_charge=+2 largest_force_ha_per_bohr=0.101 relative_energy_kcal_mol=101.5 spin_multiplicity=1
N -0.659 2.310 -0.646 -0.377
C 1.718 4.616 0.056 -0.040
O 2.725 5.178 -0.096 0.087
Au 0.493 3.672 -1.667 0.693
Ta -1.032 0.610 -0.150 1.523
N -2.281 -0.047 -1.584 -0.104
N -2.262 0.860 1.415 -0.166
C -3.451 0.565 -2.211 -0.625
C -2.504 2.067 2.223 -0.643
C -3.787 -0.078 -3.556 -0.024
C -4.645 0.401 -1.274 -0.013
C -3.232 2.087 -2.336 -0.050
C -1.160 2.509 2.809 -0.019
C -3.576 1.805 3.272 -0.023
C -2.982 3.194 1.302 -0.059
H -2.952 0.025 -4.263 0.110
H -4.650 0.465 -3.965 0.111
H -4.089 -1.128 -3.440 0.096
H -4.970 -0.639 -1.201 0.101
H -5.475 1.017 -1.651 0.120
H -4.390 0.735 -0.257 0.067
H -3.323 2.570 -1.338 0.057
H -4.033 2.467 -2.995 0.109
H -2.240 2.345 -2.764 0.067
H -0.740 1.736 3.468 0.098
H -1.286 3.436 3.385 0.112
H -0.446 2.702 1.987 0.060
H -3.247 1.086 4.023 0.089
H -4.485 1.434 2.786 0.101
H -3.808 2.746 3.776 0.107
H -3.240 4.074 1.914 0.110
H -3.877 2.897 0.736 0.079
H -2.197 3.483 0.585 0.041
C -2.042 -1.486 -1.791 -0.062
H -0.977 -1.730 -1.605 0.077
H -2.673 -2.162 -1.168 0.137
H -2.199 -1.757 -2.851 0.105
C -2.348 -0.451 2.078 -0.089
H -1.745 -1.189 1.519 0.070
H -1.963 -0.421 3.108 0.112
H -3.387 -0.827 2.108 0.120
O 0.611 -0.339 0.184 -0.459
Si 2.119 -1.074 0.101 0.544
C 1.840 -2.662 -0.832 -0.262
C 0.871 -3.579 -0.403 -0.126
C 0.613 -4.723 -1.163 -0.079
C 1.320 -4.956 -2.344 -0.065
C 2.306 -4.058 -2.750 -0.061
C 2.591 -2.925 -1.984 -0.074
C 3.270 0.071 -0.823 -0.250
C 4.489 0.449 -0.246 -0.068
C 5.335 1.319 -0.937 -0.059
C 4.962 1.826 -2.182 -0.068
C 3.740 1.457 -2.743 -0.098
C 2.907 0.553 -2.084 -0.133
C 2.751 -1.355 1.827 -0.260
C 3.104 -2.651 2.220 -0.077
C 3.608 -2.867 3.507 -0.062
C 3.791 -1.792 4.380 -0.063
C 3.462 -0.495 3.972 -0.074
C 2.923 -0.273 2.700 -0.113
H 0.332 -3.412 0.539 0.108
H -0.158 -5.415 -0.828 0.108
H 1.079 -5.824 -2.960 0.116
H 2.850 -4.219 -3.678 0.114
H 3.398 -2.247 -2.287 0.109
H 4.791 0.040 0.729 0.110
H 6.279 1.606 -0.483 0.114
H 5.620 2.512 -2.719 0.116
H 3.410 1.876 -3.690 0.103
H 1.960 0.229 -2.544 0.101
H 2.988 -3.494 1.529 0.105
H 3.840 -3.881 3.825 0.113
H 4.162 -1.966 5.394 0.116
H 3.607 0.351 4.643 0.108
H 2.648 0.742 2.386 0.105

---

Entry 3:
85
Properties=species:S:1:pos:R:3:lowdin_charge:R:1 method="wB97M-V/def2-TZVPD" homo_lumo_gap_ha=0.272 total_charge=+1 largest_force_ha_per_bohr=0.027 relative_energy_kcal_mol=12.2 spin_multiplicity=1
Ti 0.065 -0.252 0.334 0.674
C 1.205 5.385 -0.388 -0.056
O 1.091 3.983 -0.188 -0.084
C 2.228 3.303 0.099 -0.216
C 3.506 3.832 0.122 0.008
C 4.611 3.032 0.448 -0.059
C 4.443 1.713 0.782 -0.029
C 3.156 1.148 0.747 -0.126
C 2.921 -0.129 1.378 -0.006
N 1.758 -0.674 1.434 -0.094
N 1.571 -1.670 2.390 0.133
C 0.307 -1.721 2.637 -0.432
O -0.561 -0.908 2.006 -0.285
C -0.262 -2.672 3.604 -0.151
C 0.528 -3.697 4.121 -0.014
C -0.013 -4.585 5.032 -0.064
C -1.338 -4.455 5.431 -0.069
C -2.126 -3.436 4.916 -0.065
C -1.589 -2.545 3.999 -0.020
C 2.064 1.930 0.364 -0.217
O 0.852 1.385 0.294 -0.205
H 0.192 5.752 -0.529 0.098
H 1.799 5.607 -1.279 0.096
H 1.654 5.868 0.482 0.102
H 3.659 4.877 -0.104 0.111
H 5.595 3.478 0.464 0.113
H 5.281 1.103 1.090 0.121
H 3.720 -0.593 1.953 0.154
H 1.556 -3.792 3.802 0.115
H 0.596 -5.384 5.432 0.109
H -1.756 -5.149 6.147 0.108
H -3.155 -3.335 5.230 0.107
H -2.192 -1.745 3.592 0.104
C 1.165 2.722 -3.262 -0.001
N 1.994 1.578 -2.920 -0.099
C 3.357 1.502 -3.073 -0.024
C 3.715 0.246 -2.717 -0.040
N 2.582 -0.441 -2.354 0.022
B 2.628 -1.937 -1.813 -0.404
N 1.425 -2.726 -2.405 -0.011
C 1.427 -3.271 -3.670 -0.030
C 0.244 -3.895 -3.865 -0.020
N -0.484 -3.722 -2.707 -0.107
C -1.810 -4.273 -2.481 -0.005
C 0.252 -3.013 -1.836 -0.678
S -0.299 -2.615 -0.239 0.775
C 1.541 0.391 -2.471 -0.632
S -0.133 0.032 -2.175 0.755
H 1.816 3.586 -3.374 0.098
H 0.452 2.906 -2.463 0.065
H 0.637 2.538 -4.197 0.104
H 3.936 2.334 -3.427 0.129
H 4.680 -0.226 -2.702 0.127
H 2.571 -1.958 -0.618 0.061
H 3.651 -2.406 -2.243 0.084
H 2.280 -3.171 -4.314 0.130
H -0.145 -4.444 -4.701 0.128
H -2.327 -4.316 -3.436 0.100
H -2.357 -3.622 -1.804 0.055
H -1.740 -5.271 -2.053 0.106
C -4.370 -1.903 -0.266 -0.066
C -3.648 -1.591 1.022 -0.256
O -3.441 -0.163 1.156 -0.219
P -2.351 0.700 0.418 0.702
O -3.077 1.169 -0.906 -0.250
C -2.649 2.371 -1.609 -0.274
C -3.028 2.239 -3.060 -0.069
O -2.326 2.043 1.257 -0.232
C -1.736 2.133 2.576 -0.257
C -2.022 3.511 3.112 -0.057
H -4.613 -2.966 -0.307 0.087
H -3.751 -1.657 -1.130 0.067
H -5.296 -1.335 -0.337 0.089
H -2.684 -2.094 1.085 0.058
H -4.234 -1.864 1.898 0.126
H -1.571 2.498 -1.471 0.075
H -3.160 3.204 -1.126 0.125
H -2.455 1.452 -3.545 0.054
H -2.834 3.179 -3.578 0.085
H -4.089 2.012 -3.159 0.085
H -0.661 1.954 2.481 0.106
H -2.164 1.348 3.203 0.120
H -1.557 4.271 2.484 0.078
H -1.618 3.605 4.121 0.087
H -3.093 3.699 3.153 0.086

---

Entry 4:
76
Properties=species:S:1:pos:R:3:lowdin_charge:R:1 method="wB97M-V/def2-TZVPD" homo_lumo_gap_ha="0.267 / 0.269" s2=3.770 total_charge=+1 largest_force_ha_per_bohr=0.020 relative_energy_kcal_mol=10.1 spin_multiplicity=4
V -0.339 0.178 1.163 0.251
Cl -0.549 1.438 3.383 0.781
C -0.685 0.038 4.467 -0.578
C -1.320 0.250 5.672 -0.102
C -1.452 -0.832 6.531 -0.063
C -0.958 -2.070 6.158 -0.096
C -0.325 -2.232 4.935 -0.672
Cl 0.250 -3.814 4.524 0.693
C -0.158 -1.175 4.037 -0.648
S 0.655 -1.416 2.472 0.586
H -1.699 1.226 5.932 0.110
H -1.945 -0.708 7.484 0.115
H -1.062 -2.926 6.808 0.111
C 2.605 -1.050 -3.133 -0.097
C 2.072 -0.382 -1.871 -0.694
C 1.889 1.118 -2.120 -0.118
C 3.100 -0.517 -0.741 -0.121
Sb 0.181 -1.190 -1.143 1.597
C 0.461 -3.331 -0.873 -0.687
C 0.386 -4.148 -2.162 -0.104
C 1.831 -3.566 -0.237 -0.124
C -0.631 -3.820 0.084 -0.131
C -1.332 -0.985 -2.715 -0.681
C -2.608 -1.593 -2.128 -0.122
C -1.595 0.490 -3.018 -0.116
C -1.016 -1.664 -4.049 -0.095
H 3.569 -0.604 -3.399 0.093
H 1.947 -0.917 -3.989 0.065
H 2.775 -2.118 -2.995 0.071
H 2.797 1.512 -2.586 0.096
H 1.761 1.663 -1.180 0.055
H 1.060 1.369 -2.774 0.056
H 3.920 0.186 -0.922 0.094
H 3.533 -1.511 -0.685 0.066
H 2.695 -0.279 0.248 0.048
H 0.975 -3.742 -2.984 0.072
H -0.639 -4.275 -2.500 0.069
H 0.773 -5.149 -1.949 0.095
H 2.634 -3.427 -0.958 0.070
H 1.874 -4.609 0.092 0.097
H 2.028 -2.945 0.638 0.036
H -1.623 -3.757 -0.361 0.065
H -0.633 -3.276 1.030 0.019
H -0.445 -4.873 0.317 0.096
H -2.835 -1.228 -1.122 0.062
H -2.558 -2.681 -2.085 0.067
H -3.458 -1.332 -2.767 0.093
H -1.814 1.086 -2.131 0.051
H -2.474 0.544 -3.669 0.093
H -0.777 0.959 -3.559 0.069
H -1.049 -2.745 -3.995 0.062
H -0.050 -1.374 -4.456 0.064
H -1.771 -1.358 -4.781 0.093
C -3.913 2.490 1.012 -0.012
C -3.251 1.279 1.046 -0.096
N -2.008 1.149 0.566 -0.101
C -1.390 2.219 0.053 -0.166
C -1.930 3.491 0.093 -0.173
C -3.237 3.607 0.546 0.025
C -1.153 4.653 -0.373 -0.017
C 0.152 4.883 -0.241 -0.007
C 1.235 4.159 0.478 -0.259
C 2.525 4.635 0.317 0.004
C 3.542 3.983 0.995 -0.097
N 3.308 2.956 1.804 0.111
C 2.033 2.595 1.918 -0.228
N 0.985 3.120 1.289 0.098
H -4.928 2.558 1.375 0.121
H -3.695 0.386 1.469 0.132
H -0.427 2.049 -0.422 0.091
H -3.722 4.574 0.542 0.132
H -1.732 5.424 -0.870 0.122
H 0.503 5.804 -0.692 0.113
H 2.734 5.486 -0.315 0.118
H 4.572 4.298 0.884 0.119
H 1.828 1.767 2.589 0.060

---

Entry 5:
97
Properties=species:S:1:pos:R:3:lowdin_charge:R:1 method="wB97M-V/def2-TZVPD" homo_lumo_gap_ha=0.328 total_charge=-1 largest_force_ha_per_bohr=0.100 spin_multiplicity=1
C -1.067 0.093 -0.705 0.029
C 0.254 0.479 -0.010 -0.646
O 1.317 0.350 -0.642 0.006
O 0.150 0.958 1.174 -0.106
H -1.730 -0.096 0.144 0.058
H -0.924 -0.802 -1.355 0.092
H -1.409 0.921 -1.295 0.039
C 2.334 -0.955 -3.292 -0.141
C 3.457 -0.299 -2.599 -0.120
O 3.170 1.101 -2.733 0.053
C 2.049 1.336 -3.416 -0.573
O 1.611 2.386 -3.624 0.187
O 1.590 0.107 -3.903 0.047
H 1.716 -1.539 -2.616 0.123
H 2.742 -1.559 -4.042 0.109
H 4.383 -0.571 -3.137 0.143
H 3.470 -0.405 -1.534 0.104
C 2.416 2.557 2.370 -0.118
C 3.199 2.125 1.094 -0.092
O 3.573 0.752 1.297 0.072
C 3.002 0.337 2.425 -0.491
O 2.906 -0.864 2.805 0.077
O 2.515 1.386 3.139 0.039
H 1.352 2.746 2.113 0.103
H 2.902 3.438 2.840 0.139
H 4.106 2.707 0.996 0.125
H 2.685 2.185 0.133 0.097
C -1.483 -5.291 0.861 -0.067
C -0.563 -4.738 -0.224 -0.066
O -1.441 -4.249 -1.292 0.108
C -2.618 -4.080 -0.774 -0.620
O -3.558 -3.582 -1.311 0.136
O -2.752 -4.705 0.434 0.047
H -1.203 -4.915 1.831 0.109
H -1.537 -6.362 0.910 0.121
H -0.003 -5.519 -0.667 0.121
H 0.111 -4.008 0.170 0.082
C 3.089 -3.295 0.305 -0.140
C 3.951 -4.287 1.156 -0.026
O 5.057 -4.639 0.211 0.075
C 4.854 -4.048 -0.938 -0.579
O 5.490 -4.223 -1.950 0.124
O 3.792 -3.180 -0.868 0.044
H 2.943 -2.344 0.721 0.098
H 2.091 -3.722 0.115 0.106
H 3.409 -5.199 1.417 0.112
H 4.358 -3.915 2.100 0.129
C -1.585 2.888 2.249 -0.079
C -3.064 2.730 2.548 -0.061
O -3.680 2.881 1.214 0.053
C -2.746 3.431 0.381 -0.576
O -2.920 3.807 -0.738 0.128
O -1.547 3.585 0.955 0.038
H -1.170 1.886 2.061 0.092
H -1.000 3.492 2.937 0.136
H -3.488 3.428 3.195 0.107
H -3.223 1.699 2.798 0.106
C 1.315 5.211 -1.806 -0.085
C 0.926 4.091 -0.909 -0.028
O 1.579 4.624 0.363 0.043
C 2.515 5.507 0.030 -0.659
O 3.201 6.058 0.840 0.127
O 2.561 5.752 -1.257 0.080
H 0.607 6.071 -1.882 0.148
H 1.619 4.998 -2.818 0.123
H 1.335 3.123 -1.163 0.100
H -0.136 4.000 -0.686 0.107
C -1.979 2.416 -3.321 -0.120
C -2.039 1.038 -4.059 -0.098
O -1.284 1.313 -5.222 0.033
C -1.113 2.647 -5.438 -0.561
O -0.560 3.137 -6.363 0.164
O -1.805 3.275 -4.446 0.038
H -1.115 2.506 -2.592 0.120
H -2.919 2.704 -2.796 0.121
H -3.027 0.929 -4.458 0.121
H -1.646 0.190 -3.552 0.106
C -0.742 -1.365 2.731 -0.059
C 0.206 -1.181 3.929 -0.029
O 0.941 -2.484 3.984 0.058
C 0.764 -3.108 2.802 -0.593
O 1.343 -4.137 2.546 0.111
O -0.156 -2.498 2.062 0.037
H -0.728 -0.500 2.034 0.095
H -1.716 -1.766 3.067 0.128
H -0.389 -1.172 4.822 0.122
H 0.917 -0.432 3.889 0.075
C -4.728 -0.873 0.564 -0.030
C -5.678 -1.990 1.005 -0.106
O -5.508 -2.038 2.408 0.043
C -4.549 -1.175 2.878 -0.615
O -4.259 -1.043 4.003 0.169
O -4.011 -0.549 1.842 0.022
H -5.114 0.086 0.232 0.126
H -3.893 -1.090 -0.100 0.105
H -5.383 -2.974 0.605 0.129
H -6.686 -1.699 0.795 0.119

---

| no. | energy (eV) |
| --- | --- |
| 1 | -358362.203 |
| 2 | -52376.270 |
| 3 | -106684.233 |
| 4 | -103275.895 |
| 5 | -90086.221 |